DFT (ωB97M-V/def2-TZVPD) results for a structure of composition C25H24BCrN5O.

LUMO level (spin up / spin down)	2.47 / 2.48	eV
maximum force	0.0152	Eh/bohr
spin multiplicity	2
total charge	-1
HOMO-LUMO gap (spin up / spin down)	4.047 / 4.213	eV
expectation value of S²	0.815
total energy	-64907.254	eV

The geometry in XYZ format:
```
57
Properties=species:S:1:pos:R:3:forces:R:3
Cr -1.0585 0.9032 -1.1456 -0.075 -0.344 0.700
B -3.2033 2.9367 0.8290 0.036 0.056 -0.092
N -3.5812 1.4770 0.4084 0.028 0.105 -0.079
C -4.7137 0.9061 0.8371 -0.045 -0.024 0.111
C -4.9474 -0.2416 0.1068 0.007 0.045 -0.012
C -3.8688 -0.2959 -0.7750 0.016 -0.128 -0.101
N -3.0486 0.7362 -0.5813 -0.015 0.045 -0.004
N -1.7944 3.4131 0.3422 -0.017 -0.196 0.033
C -1.2220 4.5314 0.7925 -0.001 0.116 0.015
C -0.0897 4.7958 0.0406 -0.099 -0.020 0.038
C -0.0459 3.7446 -0.8698 0.028 -0.040 -0.104
N -1.0719 2.9122 -0.6796 0.052 0.074 0.115
H -3.2158 3.0047 2.0386 -0.035 -0.005 -0.002
H -4.0329 3.6857 0.3435 -0.001 -0.007 -0.024
H -5.2766 1.3665 1.6300 -0.049 0.029 0.031
H -5.7629 -0.9348 0.2035 -0.034 -0.033 0.012
H -3.6240 -1.0445 -1.5112 0.016 -0.008 0.041
H -1.6725 5.0733 1.6057 -0.010 0.030 0.054
H 0.6011 5.6111 0.1511 0.038 0.053 0.004
H 0.6839 3.5130 -1.6263 0.038 -0.026 0.010
C 4.2937 -0.7406 3.0821 0.006 -0.028 -0.038
C 3.6078 -1.5739 2.2038 0.009 -0.015 0.059
C 2.4110 -1.1868 1.6269 -0.022 0.070 0.158
C 1.8170 0.0685 1.9057 -0.182 -0.018 0.045
C 2.5462 0.8988 2.7896 -0.013 0.044 0.036
C 3.7402 0.5074 3.3602 0.026 0.016 0.031
C 0.5992 0.5648 1.3047 0.265 -0.273 0.114
C -0.2492 -0.0230 0.3752 -0.311 0.306 -0.356
C -0.5067 -1.4337 0.1298 -0.022 -0.062 0.086
C -0.9079 -1.7553 -1.1790 0.115 0.166 -0.221
C -1.3044 -3.0205 -1.5648 0.005 -0.062 0.121
C -1.3304 -4.0463 -0.6226 -0.009 0.084 0.087
C -0.9768 -3.7518 0.6943 -0.007 -0.098 -0.088
C -0.5745 -2.4813 1.0706 -0.002 0.154 -0.018
H 5.2322 -1.0475 3.5250 0.009 -0.007 0.012
H 4.0156 -2.5511 1.9626 0.007 -0.011 0.000
H 1.9201 -1.8579 0.9393 -0.084 -0.063 0.030
H 2.1393 1.8786 3.0163 -0.001 0.003 0.009
H 4.2542 1.1852 4.0342 -0.008 0.002 -0.009
H 0.4074 1.6113 1.5335 0.030 0.087 -0.059
H -0.9009 -0.9637 -1.9507 -0.061 -0.168 -0.101
H -1.6098 -3.2042 -2.5888 0.011 -0.016 -0.022
H -1.6458 -5.0436 -0.8998 0.011 -0.029 0.000
H -1.0112 -4.5367 1.4428 -0.015 0.002 -0.011
H -0.3169 -2.2737 2.1017 0.027 0.007 0.017
O 0.6274 1.2211 -2.2345 0.353 0.037 -0.496
N 1.3922 0.1518 -2.4043 -0.132 -0.146 0.242
C 2.1810 -0.2518 -1.3782 -0.007 0.090 -0.427
C 2.9450 -1.3878 -1.5085 -0.025 -0.096 -0.338
C 2.9106 -2.1145 -2.6978 -0.041 0.046 0.015
C 2.0950 -1.6796 -3.7321 0.004 0.079 0.141
C 1.3283 -0.5427 -3.5638 0.103 0.155 0.311
H 2.1065 0.3514 -0.4843 0.010 0.025 -0.064
H 3.5430 -1.6945 -0.6631 0.025 0.011 -0.067
H 3.4977 -3.0163 -2.8057 0.011 0.011 -0.008
H 2.0245 -2.2179 -4.6667 0.017 -0.016 0.011
H 0.6446 -0.1358 -4.2941 0.013 -0.008 0.052
```
Positions in Å, forces in eV/Å.